(1)
Computed, not measured: one molecule with the formula C28H56BFO5S2 in a non-equilibrium geometry, with ωB97M-V with the def2-TZVPD basis set.

Calculated values
- Gap between HOMO and LUMO: 9.4 eV
- Max |F|: 9.19 eV/A

ORCA input file:
```
! wB97M-V def2-TZVPD RIJCOSX def2/J DEFGRID3
* xyz 0 1
S 2.083 -5.980 3.268
S 1.258 -0.898 1.074
F 3.691 -0.074 1.929
O 0.949 -2.138 0.146
O 1.351 0.321 0.099
O -0.093 -0.726 2.090
O 3.766 1.203 4.629
O 2.829 0.037 6.662
C 2.419 1.992 -3.529
C -0.701 -1.620 -4.654
C 3.726 -1.548 4.574
C 1.521 -4.210 5.479
C -1.056 -0.363 4.368
C 2.872 -1.306 1.946
C 1.693 -0.673 -3.676
C -7.497 0.159 -6.788
C 1.319 3.972 0.769
C 0.889 -2.667 5.346
C 1.670 3.618 -0.825
C -2.067 -1.030 -5.417
C -1.621 1.961 2.970
C -1.380 1.278 4.438
C 2.794 0.481 -4.073
C -0.292 2.909 2.671
C -0.250 3.542 1.159
C 0.315 -0.644 3.533
C 0.778 -5.288 4.467
C 1.093 -2.044 3.846
C 3.150 2.947 -1.036
C -4.670 -0.608 -4.598
C -5.437 0.763 -5.158
C -3.059 -0.293 -4.333
C 0.152 -0.324 -4.118
C 2.707 -2.030 3.403
C 3.578 2.690 -2.602
C -7.095 0.559 -5.243
B 3.423 -0.108 5.286
H 3.871 0.139 -3.702
H 2.862 0.518 -5.254
H -2.913 0.870 -4.428
H 3.733 -2.367 5.420
H 1.355 1.952 -3.043
H -2.422 1.345 5.014
H 0.976 0.328 3.603
H 2.077 0.724 6.567
H -2.806 -0.718 -3.272
H -2.534 2.687 3.060
H -0.579 1.800 5.111
H 1.273 -4.584 6.579
H 2.665 -4.258 5.235
H -0.149 -4.843 3.901
H -7.667 1.547 -4.945
H -0.058 -2.244 -5.424
H 3.435 -2.077 1.228
H -1.968 -0.914 3.835
H -5.269 1.657 -4.403
H -4.858 -1.515 -5.313
H 1.458 5.153 0.865
H 2.310 2.667 -4.503
H 3.967 3.682 -3.132
H -0.738 2.831 0.368
H 2.031 -1.666 -4.242
H 3.932 3.715 -0.563
H -5.139 -0.836 -3.532
H 4.513 1.950 -2.591
H -0.394 0.072 -3.133
H 2.105 3.479 1.495
H 0.728 2.367 2.867
H 0.151 0.545 -4.907
H 2.168 -4.989 2.268
H 1.779 -0.907 -2.529
H 1.592 4.639 -1.429
H -1.069 -0.715 5.482
H -1.115 -2.298 -3.775
H -2.601 -1.867 -6.059
H 3.323 1.934 -0.467
H -7.389 -0.263 -4.457
H -8.512 0.682 -7.098
H -6.673 0.556 -7.536
H -0.334 3.814 3.440
H 0.614 -2.850 3.104
H 4.821 -1.525 4.108
H 1.226 -1.975 6.228
H -0.287 -2.821 5.486
H -1.858 1.199 2.114
H -1.684 -0.207 -6.175
H 0.773 2.956 -1.198
H -7.558 -1.019 -6.889
H 2.947 -3.187 3.218
H -0.852 4.567 1.184
H -4.981 1.080 -6.200
H 4.533 1.537 5.206
H 0.379 -6.210 5.112
*
```



(2)
Computed, not measured: C8H22BrMgN2O2 as an isolated structure in a non-equilibrium geometry, with ωB97M-V with the def2-TZVPD basis set.

Calculated values
- Gap between HOMO and LUMO: 3.2 eV
- Max |F|: 2.12 eV/A

ORCA input file:
```
! wB97M-V def2-TZVPD RIJCOSX def2/J DEFGRID3
* xyz 1 1
Br -23.407 7.401 17.506
Mg -21.802 8.663 16.060
O -24.249 2.229 18.944
O -28.312 11.577 17.017
N -22.202 3.965 16.384
N -26.531 8.941 18.869
C -27.538 9.371 17.884
C -21.318 2.506 18.218
C -23.721 3.328 18.279
C -25.533 2.462 19.441
C -28.532 11.231 15.669
C -22.522 2.951 17.421
C -28.883 9.077 18.511
C -27.267 10.845 17.604
H -25.554 9.047 18.626
H -27.401 8.823 16.942
H -24.457 3.808 17.612
H -27.082 11.338 18.563
H -21.676 1.959 19.097
H -28.302 10.189 15.418
H -22.832 2.059 16.861
H -22.402 4.876 16.795
H -26.262 2.794 18.693
H -29.674 9.603 17.964
H -27.868 11.792 14.996
H -20.673 3.325 18.561
H -25.917 1.553 19.899
H -25.510 3.212 20.246
H -29.141 8.024 18.373
H -29.007 9.361 19.552
H -26.667 7.969 19.118
H -29.572 11.434 15.430
H -23.409 4.130 18.980
H -26.323 10.941 17.040
H -22.918 3.866 15.669
H -20.595 1.819 17.775
*
```



(3)
Computed, not measured: one molecule with the formula C3H5N3S in a non-equilibrium geometry, with ωB97M-V with the def2-TZVPD basis set.

Calculated values
- Gap between HOMO and LUMO: 7.8 eV
- Max |F|: 4.47 eV/A
- Structure (SMILES): [H]/N=C/N/C(C=S)=N/[H]

ORCA input file:
```
! wB97M-V def2-TZVPD RIJCOSX def2/J DEFGRID3
* xyz 0 1
S 2.303 1.912 -0.114
N -2.248 -0.920 0.678
N -0.096 0.249 0.619
N 0.279 -1.443 -1.103
C 1.763 0.669 -0.990
C -1.381 0.035 1.068
C 0.554 -0.252 -0.616
H -1.495 0.734 1.978
H 2.337 0.242 -1.759
H 0.322 1.124 0.945
H -3.137 -0.766 1.283
H 0.799 -1.584 -1.988
*
```



(4)
Computed, not measured: a 3-piece molecular cluster, C19H39N2O9S2 overall in a non-equilibrium geometry, with ωB97M-V with the def2-TZVPD basis set.

Calculated values
- ⟨S²⟩: 0.75
- Gap between HOMO and LUMO (spin up / spin down): 9.5 / 9.4 eV
- Max |F|: 4.90 eV/A

ORCA input file:
```
! wB97M-V def2-TZVPD RIJCOSX def2/J DEFGRID3
* xyz 0 2
S 2.977 -2.734 0.811
S 7.528 -3.373 5.053
O 8.815 -3.931 5.373
O 2.372 -2.512 -0.476
O -2.788 -1.139 -1.617
O -4.792 3.784 -4.754
O -2.039 0.429 0.735
O 6.453 -4.577 4.945
O 2.898 -4.006 1.479
O 7.341 -2.474 3.943
O 2.483 -1.581 1.828
N -4.964 3.855 -3.438
N -2.050 1.169 -1.562
C 7.524 -6.339 3.652
C -0.198 1.964 0.261
C 6.392 -5.333 3.736
C -3.656 4.244 -2.832
C 6.867 -2.618 6.510
C -6.441 1.974 -4.129
C -4.360 1.419 -2.739
C -1.416 -0.430 -3.529
C -3.808 5.808 -2.407
C -6.473 2.687 -1.668
C 4.677 -2.247 0.731
C -2.172 -0.198 -2.132
C -5.482 2.544 -2.945
C -1.495 1.118 -0.181
C 0.463 -2.425 2.895
C 1.079 -1.373 1.993
C -3.259 3.469 -1.497
C -2.411 4.190 -3.834
C -3.382 1.874 -1.560
H 6.834 -3.359 7.307
H -7.231 1.850 -1.607
H -3.156 6.091 -1.527
H -7.119 1.189 -3.641
H -2.164 3.702 -1.240
H -2.146 3.139 -4.191
H 8.489 -5.837 3.547
H 7.526 -1.797 6.790
H -3.759 1.373 -3.711
H -5.844 1.424 -4.923
H -0.516 3.019 0.581
H -3.578 6.427 -3.338
H 5.439 -5.867 3.743
H 0.328 1.464 1.147
H 0.951 -0.393 2.457
H 5.208 -2.978 0.122
H -3.895 1.550 -0.581
H 5.090 -2.235 1.740
H -4.928 5.973 -2.210
H 0.484 -3.409 2.423
H -3.855 3.861 -0.597
H -0.577 -2.180 3.119
H -1.698 0.410 -4.259
H -0.279 -0.348 -3.384
H 0.573 -1.338 1.023
H -5.843 2.652 -0.720
H -1.679 -1.423 -4.002
H -4.832 0.396 -2.597
H -1.502 4.548 -3.226
H 5.869 -2.240 6.289
H -7.132 2.771 -4.549
H 6.385 -4.672 2.865
H 7.572 -6.944 4.560
H 0.590 2.042 -0.559
H -6.941 3.731 -1.695
H 4.741 -1.261 0.273
H 1.020 -2.505 3.832
H 7.391 -6.998 2.791
H -2.503 4.934 -4.697
*
```